{
  "formula": "C3H2ClF",
  "method": "the ωB97M-V functional and the def2-TZVPD basis",
  "species": ["C", "C", "C", "F", "Cl", "H", "H"],
  "xyz": [[-0.212, 1.251, 1.131], [-0.078, 0.313, 0.462], [0.199, -0.762, -0.467], [1.289, -0.319, -1.239], [-1.231, -0.839, -1.558], [-0.332, 2.126, 1.724], [0.365, -1.770, -0.054]],
  "orbital_gap_ha": 0.4349,
  "smiles": "C#C[C@H](F)Cl",
  "relative_energy_kcal_mol": 4.6,
  "energy_ev": -18380.876
}

---

{
  "formula": "C5H12O2",
  "method": "the ωB97M-V functional and the def2-TZVPD basis",
  "species": ["C", "C", "C", "O", "C", "C", "O", "H", "H", "H", "H", "H", "H", "H", "H", "H", "H", "H", "H"],
  "xyz": [[2.660, -0.709, 0.545], [1.643, 0.066, -0.367], [0.199, -0.109, 0.138], [0.093, 0.550, 1.401], [-0.862, 0.436, -0.861], [-2.257, 0.020, -0.429], [-2.558, 0.784, 0.731], [3.685, -0.541, 0.198], [2.625, -0.379, 1.608], [2.459, -1.785, 0.556], [1.564, -0.158, -1.752], [1.899, 1.129, -0.193], [0.016, -1.231, 0.156], [-0.850, 0.766, 1.535], [-0.717, -0.047, -1.833], [-0.894, 1.551, -1.065], [-2.356, -1.064, -0.216], [-2.958, 0.256, -1.238], [-3.390, 0.463, 1.087]],
  "orbital_gap_ha": 0.3903,
  "relative_energy_kcal_mol": 45.9,
  "energy_ev": -9473.145
}

---

{
  "formula": "C23H21ClN2O5",
  "method": "the ωB97M-V functional and the def2-TZVPD basis",
  "species": ["C", "C", "O", "C", "O", "C", "C", "C", "O", "C", "C", "C", "C", "C", "C", "C", "N", "C", "O", "N", "C", "C", "C", "C", "C", "Cl", "C", "C", "O", "C", "C", "H", "H", "H", "H", "H", "H", "H", "H", "H", "H", "H", "H", "H", "H", "H", "H", "H", "H", "H", "H", "H"],
  "xyz": [[4.291, -2.761, -2.910], [3.463, -3.689, -2.034], [2.678, -2.954, -1.089], [1.492, -2.513, -1.486], [1.010, -2.714, -2.570], [0.803, -1.744, -0.365], [-0.724, -1.883, -0.492], [-1.451, -1.933, 0.866], [-2.108, -0.738, 1.242], [-2.980, -0.280, 0.282], [-4.244, 0.164, 0.634], [-5.098, 0.622, -0.354], [-4.702, 0.623, -1.681], [-3.431, 0.199, -2.027], [-2.562, -0.247, -1.047], [-1.141, -0.632, -1.303], [-0.202, 0.385, -0.825], [-0.537, 1.378, 0.050], [-1.487, 2.108, 0.008], [0.492, 1.448, 1.026], [0.462, 2.367, 2.098], [0.815, 1.961, 3.379], [0.792, 2.879, 4.414], [0.413, 4.191, 4.190], [0.059, 4.577, 2.907], [-0.412, 6.210, 2.609], [0.085, 3.681, 1.852], [1.401, 0.437, 0.876], [2.317, 0.155, 1.603], [1.065, -0.221, -0.463], [2.165, 0.173, -1.453], [4.916, -2.119, -2.294], [3.639, -2.141, -3.521], [4.926, -3.351, -3.564], [4.104, -4.333, -1.429], [2.793, -4.297, -2.650], [1.196, -2.122, 0.581], [-0.967, -2.783, -1.061], [-0.750, -2.136, 1.680], [-2.195, -2.743, 0.844], [-4.535, 0.159, 1.673], [-6.082, 0.975, -0.085], [-5.378, 0.973, -2.446], [-3.103, 0.227, -3.056], [-0.949, -0.797, -2.369], [1.112, 0.942, 3.560], [1.069, 2.567, 5.409], [0.391, 4.907, 4.996], [-0.200, 3.995, 0.862], [3.114, -0.245, -1.128], [2.252, 1.258, -1.489], [1.923, -0.187, -2.450]],
  "orbital_gap_ha": 0.3458,
  "smiles": "CCOC(=O)[C@@H]1[C@H]2COc3ccccc3[C@H]2N2C(=O)N(c3cccc(Cl)c3)C(=O)[C@@]12C",
  "relative_energy_kcal_mol": 0.2,
  "energy_ev": -49933.996
}

---

{
  "formula": "C5H15N2",
  "method": "the ωB97M-V functional and the def2-TZVPD basis",
  "species": ["C", "C", "C", "N", "H", "H", "H", "H", "H", "H", "H", "H", "H", "C", "C", "N", "H", "H", "H", "H", "H", "H"],
  "xyz": [[1.036, 1.572, 0.661], [1.207, 0.257, -0.142], [0.696, 0.419, -1.590], [2.610, -0.055, -0.151], [-0.028, 1.756, 0.769], [1.462, 1.512, 1.658], [1.500, 2.399, 0.131], [0.687, -0.551, 0.363], [0.885, -0.453, -2.212], [-0.366, 0.659, -1.605], [1.166, 1.294, -2.035], [3.023, -0.278, 0.768], [3.213, 0.688, -0.532], [-1.820, -1.028, 1.020], [-2.620, 0.003, 0.911], [-1.436, -1.810, -0.206], [-1.307, -1.376, 1.906], [-2.949, 0.545, 1.791], [-2.948, 0.408, -0.038], [-2.176, -1.805, -0.915], [-0.607, -1.387, -0.639], [-1.230, -2.767, 0.089]],
  "s_squared": 0.754,
  "spin_multiplicity": 2,
  "orbital_gap_ha": [0.4481, 0.2559],
  "total_charge": 2,
  "relative_energy_kcal_mol": 39.3,
  "energy_ev": -8388.605
}

---

{
  "formula": "C2H5N3OS",
  "method": "the ωB97M-V functional and the def2-TZVPD basis",
  "species": ["N", "C", "C", "S", "N", "N", "O", "H", "H", "H", "H", "H"],
  "xyz": [[0.704, 0.070, -3.181], [0.852, 0.408, -2.117], [0.893, 0.939, -0.828], [0.412, -0.308, 0.247], [-1.193, -1.052, 0.284], [0.051, 0.399, 1.666], [1.351, -1.384, 0.292], [0.291, 1.908, -0.723], [-1.334, -1.828, -0.204], [-1.895, -0.289, 0.252], [0.530, 1.229, 1.994], [-0.662, -0.092, 2.319]],
  "orbital_gap_ha": 0.3287,
  "smiles": "N#CC=S(N)(N)=O",
  "relative_energy_kcal_mol": 101.4,
  "energy_ev": -19504.555
}

---

{
  "formula": "C2H7NO2",
  "method": "the ωB97M-V functional and the def2-TZVPD basis",
  "species": ["N", "C", "C", "O", "H", "H", "H", "H", "H", "O", "H", "H"],
  "xyz": [[0.903, 0.441, 1.268], [-0.446, -0.007, 0.900], [-1.100, 0.795, -0.194], [-2.161, 0.431, -0.649], [1.192, 1.232, 0.718], [1.564, -0.318, 1.145], [-1.068, 0.165, 1.791], [-0.632, -1.061, 0.751], [-0.682, 1.758, -0.526], [1.958, -1.210, -1.208], [1.622, -2.081, -0.958], [2.090, -1.339, -2.160]],
  "orbital_gap_ha": 0.3575,
  "smiles": "NCC=O.O",
  "relative_energy_kcal_mol": 42.0,
  "energy_ev": -7771.705
}

---

{
  "formula": "C5H11N2S",
  "method": "the ωB97M-V functional and the def2-TZVPD basis",
  "species": ["C", "C", "C", "S", "N", "C", "C", "N", "H", "H", "H", "H", "H", "H", "H", "H", "H", "H", "H"],
  "xyz": [[-1.571, 1.620, 0.375], [-0.086, 1.596, 0.022], [0.426, 0.241, -0.438], [1.642, 0.304, -1.811], [-0.751, -0.764, -0.898], [-0.535, -1.868, -0.355], [0.666, -1.967, 0.550], [1.088, -0.543, 0.677], [-1.829, 0.890, 1.138], [-2.168, 1.416, -0.510], [-1.836, 2.608, 0.741], [0.517, 1.929, 0.875], [0.081, 2.321, -0.775], [0.748, 0.498, -2.771], [-1.163, -2.721, -0.559], [0.435, -2.413, 1.518], [1.440, -2.558, 0.049], [0.791, -0.153, 1.580], [2.106, -0.438, 0.592]],
  "orbital_gap_ha": 0.3768,
  "smiles": "CC[C@]1(S)N=CC[NH2+]1",
  "total_charge": 1,
  "relative_energy_kcal_mol": 35.5,
  "energy_ev": -19171.346
}

---

{
  "formula": "C19H24N4PtSSe2",
  "method": "the ωB97M-V functional and the def2-TZVPD basis",
  "species": ["Pt", "C", "C", "N", "N", "C", "N", "S", "C", "C", "C", "C", "C", "N", "H", "H", "H", "H", "H", "H", "H", "H", "H", "C", "Se", "C", "C", "Se", "C", "H", "H", "H", "H", "H", "H", "H", "H", "H", "H", "C", "C", "C", "C", "C", "C", "C", "H", "H", "H", "H", "H"],
  "xyz": [[0.710, -0.082, 0.354], [1.489, -4.246, -1.124], [1.506, -2.783, -0.796], [1.014, -2.328, 0.355], [0.446, -3.115, 1.248], [0.071, -2.684, 2.385], [-0.437, -3.509, 3.351], [0.221, -0.944, 2.961], [2.106, -1.827, -1.641], [2.640, -2.147, -2.917], [3.286, -1.197, -3.652], [3.444, 0.096, -3.121], [2.858, 0.364, -1.903], [2.187, -0.527, -1.190], [1.064, -4.788, -0.283], [2.498, -4.612, -1.314], [0.879, -4.438, -2.008], [-0.693, -4.430, 3.031], [-1.091, -3.082, 3.989], [2.508, -3.146, -3.301], [3.683, -1.430, -4.629], [3.995, 0.856, -3.650], [2.944, 1.359, -1.465], [0.119, 1.513, -3.555], [-0.704, 0.974, -1.850], [-0.623, 2.759, -0.987], [0.743, 3.330, -0.666], [1.771, 2.470, 0.792], [0.628, 2.919, 2.303], [-0.643, 1.930, -4.204], [0.550, 0.626, -4.009], [0.905, 2.237, -3.369], [-1.231, 2.663, -0.087], [-1.130, 3.433, -1.685], [0.627, 4.376, -0.362], [1.408, 3.309, -1.534], [0.590, 3.998, 2.435], [1.076, 2.458, 3.181], [-0.367, 2.505, 2.149], [-0.780, -0.149, 1.728], [-2.106, 0.199, 1.998], [-2.945, 0.652, 0.949], [-4.233, 1.055, 1.190], [-4.752, 1.030, 2.480], [-3.964, 0.552, 3.522], [-2.676, 0.136, 3.296], [-2.548, 0.636, -0.061], [-4.849, 1.388, 0.368], [-5.760, 1.366, 2.669], [-4.369, 0.505, 4.523], [-2.063, -0.231, 4.108]],
  "orbital_gap_ha": 0.1397,
  "relative_energy_kcal_mol": 67.7,
  "energy_ev": -170823.421
}

---

{
  "formula": "H17O9Tl",
  "method": "the ωB97M-V functional and the def2-TZVPD basis",
  "species": ["Tl", "O", "H", "O", "H", "H", "O", "H", "H", "O", "H", "H", "O", "H", "H", "O", "H", "H", "O", "H", "H", "O", "H", "H", "O", "H", "H"],
  "xyz": [[-25.682, -2.082, 8.663], [-25.133, -3.255, 7.121], [-24.354, -3.612, 6.730], [-23.363, -4.734, 5.049], [-23.608, -3.838, 5.100], [-23.172, -4.965, 5.971], [-27.727, -2.857, 8.078], [-27.930, -3.243, 7.227], [-28.576, -2.428, 8.353], [-23.624, -1.025, 7.878], [-22.902, -1.623, 8.008], [-23.377, -0.120, 7.540], [-26.587, -2.195, 5.246], [-27.110, -2.819, 4.771], [-25.951, -2.610, 5.877], [-25.877, -5.818, 6.441], [-25.010, -6.086, 6.238], [-25.651, -4.866, 6.601], [-23.174, -2.003, 4.803], [-23.980, -1.577, 5.052], [-23.094, -1.714, 3.871], [-22.955, -5.564, 7.632], [-22.744, -5.014, 8.369], [-22.783, -6.430, 8.012], [-23.870, -3.022, 9.699], [-24.098, -3.891, 10.097], [-23.297, -2.492, 10.257]],
  "orbital_gap_ha": 0.1222,
  "total_charge": 2,
  "relative_energy_kcal_mol": 42.8,
  "energy_ev": -23374.393
}

---

{
  "formula": "C25H34BF9N2O6P2PdSe",
  "method": "the ωB97M-V functional and the def2-TZVPD basis",
  "species": ["Pd", "C", "C", "C", "O", "P", "O", "C", "P", "O", "O", "C", "C", "C", "O", "C", "C", "C", "O", "C", "C", "C", "H", "H", "H", "H", "H", "H", "H", "H", "H", "H", "H", "H", "H", "H", "H", "H", "H", "H", "H", "H", "H", "H", "H", "H", "H", "H", "H", "H", "H", "H", "N", "C", "C", "C", "C", "C", "N", "C", "H", "H", "H", "H", "F", "B", "F", "F", "F", "F", "C", "C", "F", "C", "F", "C", "Se", "C", "F", "C", "F"],
  "xyz": [[-2.538, 0.418, -4.203], [1.430, -3.617, 1.239], [0.325, -2.999, 2.087], [0.166, -3.768, 3.407], [0.591, -1.625, 2.452], [-0.460, -0.380, 2.432], [-1.525, -0.399, 1.416], [0.652, 1.058, 2.401], [2.113, 1.227, 1.334], [2.587, 2.603, 1.346], [3.222, 0.279, 1.873], [3.958, 0.725, 3.007], [5.330, 1.275, 2.534], [4.122, -0.455, 3.998], [1.833, 0.518, -0.037], [0.648, 0.637, -0.909], [0.275, 2.087, -1.247], [1.117, -0.010, -2.205], [-1.021, -0.491, 3.906], [-1.776, 0.623, 4.448], [-2.957, 0.893, 3.535], [-2.205, 0.306, 5.854], [1.078, -4.573, 1.000], [2.406, -3.760, 1.674], [1.565, -3.160, 0.285], [-0.625, -3.000, 1.530], [1.103, -3.955, 3.843], [-0.195, -4.718, 3.180], [-0.664, -3.452, 4.036], [1.231, 1.100, 3.381], [0.123, 2.026, 2.412], [3.374, 1.470, 3.598], [5.983, 0.629, 2.017], [5.874, 1.703, 3.362], [5.078, 2.039, 1.808], [4.813, -1.194, 3.511], [3.200, -1.029, 4.043], [4.436, -0.174, 5.029], [-0.202, 0.113, -0.469], [1.029, 2.522, -1.895], [0.122, 2.799, -0.353], [-0.679, 2.022, -1.738], [1.800, 0.740, -2.584], [0.317, -0.207, -2.875], [1.734, -0.890, -1.974], [-1.080, 1.418, 4.519], [-3.450, -0.069, 3.365], [-2.690, 1.377, 2.606], [-3.705, 1.540, 3.970], [-3.002, -0.322, 5.888], [-2.397, 1.286, 6.408], [-1.396, -0.207, 6.379], [1.095, -3.996, -2.099], [0.110, -3.515, -2.507], [-0.956, -2.725, -3.031], [-1.606, -1.768, -2.284], [-2.750, -1.078, -2.765], [-3.348, -1.519, -4.016], [-2.794, -2.586, -4.712], [-1.673, -3.134, -4.292], [-1.237, -1.437, -1.322], [-3.440, -0.539, -2.140], [-4.407, -1.314, -4.127], [-1.107, -3.886, -4.849], [-0.308, 2.982, 5.976], [-1.314, 4.005, 6.206], [-1.588, 4.257, 7.579], [-0.864, 5.141, 5.520], [-2.593, 3.628, 5.641], [0.372, 0.298, -10.179], [-0.275, 0.797, -9.151], [-1.380, 1.527, -9.461], [-1.800, 1.629, -10.747], [-2.078, 2.123, -8.412], [-3.195, 2.759, -8.736], [-1.702, 2.003, -7.084], [-2.737, 2.739, -5.714], [-0.594, 1.206, -6.795], [-0.223, 0.940, -5.545], [0.100, 0.608, -7.860], [1.225, -0.125, -7.723]],
  "orbital_gap_ha": 0.2610,
  "total_charge": -2,
  "relative_energy_kcal_mol": 1.4,
  "energy_ev": -154291.486
}

---

{
  "formula": "C6H14N2O2",
  "method": "the ωB97M-V functional and the def2-TZVPD basis",
  "species": ["H", "N", "C", "C", "O", "C", "C", "N", "H", "H", "H", "H", "H", "H", "H", "H", "H", "C", "C", "O", "H", "H", "H", "H"],
  "xyz": [[-0.451, -1.175, -1.849], [0.361, -1.021, -1.254], [0.491, 0.151, -0.812], [-0.444, 1.305, -1.132], [-0.658, 2.194, -0.067], [1.724, 0.498, 0.004], [2.043, -0.580, 1.033], [2.872, 0.657, -0.884], [0.013, 1.905, -1.930], [-1.397, 0.905, -1.518], [-1.085, 1.711, 0.661], [1.563, 1.463, 0.499], [1.297, -0.591, 1.821], [3.017, -0.378, 1.469], [2.057, -1.551, 0.547], [2.693, 1.372, -1.581], [3.048, -0.218, -1.367], [-2.630, -1.695, 0.479], [-2.014, -0.835, 1.266], [-2.384, 0.456, 1.481], [-2.265, -2.696, 0.365], [-3.520, -1.432, -0.070], [-1.119, -1.080, 1.819], [-3.215, 0.636, 1.019]],
  "orbital_gap_ha": 0.3543,
  "smiles": "[H]/N=C(\\CO)[C@@H](C)N.C=CO",
  "relative_energy_kcal_mol": 62.7,
  "energy_ev": -13522.905
}

---

{
  "formula": "C24H26BCl4N3OS",
  "method": "the ωB97M-V functional and the def2-TZVPD basis",
  "species": ["Cl", "B", "Cl", "Cl", "O", "C", "C", "C", "C", "C", "Cl", "C", "C", "H", "H", "H", "H", "H", "C", "C", "C", "N", "C", "S", "C", "C", "N", "C", "C", "C", "N", "C", "C", "C", "C", "C", "C", "C", "C", "H", "H", "H", "H", "H", "H", "H", "H", "H", "H", "H", "H", "H", "H", "H", "H", "H", "H", "H", "H", "H"],
  "xyz": [[0.153, -4.384, 2.213], [0.868, -2.726, 2.670], [-0.453, -1.675, 3.673], [2.340, -2.876, 3.802], [1.182, -2.000, 1.438], [1.509, -0.643, 1.513], [2.949, -0.406, 1.058], [3.832, 0.397, 1.790], [5.151, 0.542, 1.394], [5.650, -0.258, 0.371], [7.308, -0.130, -0.119], [4.797, -1.094, -0.348], [3.441, -1.144, -0.007], [1.371, -0.381, 2.610], [3.452, 0.924, 2.671], [5.810, 1.248, 1.873], [5.180, -1.657, -1.193], [2.782, -1.841, -0.548], [-3.252, 0.044, 0.913], [-2.486, -0.755, -0.135], [-1.838, -1.968, 0.522], [-3.442, -1.246, -1.170], [-3.223, -0.655, -2.293], [-4.062, -1.048, -3.753], [-4.340, -2.828, -3.184], [-4.970, -3.603, -4.275], [-5.457, -4.159, -5.179], [-2.149, 0.442, -2.234], [-1.110, 0.336, -3.344], [-2.823, 1.819, -2.218], [-1.528, 0.077, -0.923], [-0.313, 0.533, -0.540], [0.352, 0.412, 0.747], [0.965, 1.759, 1.208], [0.676, 2.288, 2.465], [1.376, 3.400, 2.942], [2.331, 4.024, 2.147], [2.544, 3.582, 0.837], [1.843, 2.459, 0.357], [-4.024, -0.603, 1.351], [-2.595, 0.363, 1.728], [-3.732, 0.903, 0.438], [-2.567, -2.785, 0.520], [-0.928, -2.272, -0.006], [-1.609, -1.744, 1.570], [-3.374, -3.277, -2.918], [-5.001, -2.769, -2.306], [-1.558, 0.343, -4.341], [-0.422, 1.184, -3.264], [-0.553, -0.603, -3.213], [-3.168, 2.093, -3.227], [-3.717, 1.828, -1.582], [-2.113, 2.592, -1.882], [0.053, 1.328, -1.237], [-0.418, 0.022, 1.466], [-0.079, 1.802, 3.096], [1.168, 3.753, 3.941], [2.933, 4.834, 2.570], [3.265, 4.082, 0.205], [2.027, 2.119, -0.663]],
  "orbital_gap_ha": 0.2704,
  "energy_ev": -93431.344
}